(1)
This record from OMol25 describes 7 unconnected molecules or ions with the total composition C24H40N2O12 in a non-equilibrium geometry. The level of theory is ωB97M-V/def2-TZVPD.

CARTESIAN COORDINATES (ANGSTROEM)
O: -2.54255 -0.14099 5.15509
O: -2.96379 0.89295 2.72264
O: 2.00738 -2.32761 -1.87168
O: -0.88228 1.07818 4.32024
O: 1.01766 0.15609 0.70245
O: -2.10776 3.18754 -2.89514
O: 4.09358 0.96916 0.54053
O: 4.63109 -0.72582 1.92312
O: -2.27161 -3.29329 -3.49805
O: 0.93695 -3.04569 -0.05581
O: -0.29406 -3.63898 -4.23225
O: -0.60913 3.75401 -4.54820
N: -4.73702 0.19397 1.52898
N: -0.48852 -1.42509 -0.03114
C: -1.01779 -3.04351 -3.46444
C: -2.20579 -1.43763 -2.18052
C: 0.24327 2.54651 -2.63790
C: 0.06889 -0.16458 -0.04546
C: 2.62533 2.22198 1.78860
C: 0.16744 -0.27675 2.80094
C: 1.95086 -1.89827 1.70183
C: -3.42210 0.35270 1.71441
C: 1.36663 3.19429 -3.49357
C: -1.02323 -1.10363 3.43883
C: 0.73539 3.48802 -4.76846
C: 1.91599 -2.28840 -0.64595
C: 0.83362 -2.89758 1.39374
C: -0.79275 -1.98100 -2.38558
C: 3.88486 0.22891 1.64168
C: -3.02547 -2.60535 -2.54687
C: -0.95888 3.21733 -3.35231
C: -0.22101 1.15878 3.08092
C: -1.53626 -0.06991 4.42658
C: -0.47650 0.86683 -1.01694
C: -2.44820 -0.09145 0.67478
C: 3.12035 1.88321 0.37784
C: 2.71965 -1.45309 0.37682
C: 2.73241 0.79503 2.41050
H: 1.85551 0.22071 2.11170
H: 3.75882 -1.77316 0.45290
H: -0.22878 0.56352 -2.03416
H: -1.82226 0.62597 0.14411
H: 2.34158 1.61087 -0.33450
H: 0.66835 2.69290 -5.51102
H: -0.00008 1.79220 -0.69319
H: 2.14421 2.47147 -3.74053
H: -0.41086 -2.42277 -1.46520
H: 0.70409 1.72941 2.99925
H: 1.32286 4.30770 -5.18211
H: -5.30562 0.64705 2.23006
H: 0.23264 2.81397 -1.58128
H: -0.14971 -2.51151 1.66227
H: 1.60315 2.59488 1.85353
H: 3.50103 2.82475 -0.01797
H: -0.89528 1.46697 2.28188
H: -1.29429 -1.53648 -0.62983
H: -5.07210 -0.30922 0.71990
H: 2.90865 0.78319 3.48608
H: -0.08027 -2.15349 0.53705
H: -2.40174 -1.11741 -1.15721
H: -2.97270 -0.65529 -0.09663
H: -0.09483 -1.25074 -2.79515
H: -3.26072 -3.25514 -1.70393
H: 0.26722 -0.53749 1.74730
H: -4.00842 -2.34678 -2.94063
H: 2.58252 -0.40049 0.12919
H: 2.61780 -2.39891 2.40373
H: -1.56212 0.92319 -0.93727
H: -0.69167 -2.04495 3.87711
H: 0.85553 -3.90272 1.81483
H: -1.70211 -0.64618 1.24375
H: 1.80721 4.08023 -3.03631
H: 3.21113 2.95285 2.34605
H: 0.22408 1.46258 -2.75118
H: 1.12438 -0.48759 3.27835
H: -2.53107 -0.58405 -2.77523
H: 1.53472 -1.04946 2.24447
H: -1.80749 -1.45741 2.76958

Values from the calculation:
Electronic energy, eV: -53072.1128
LUMO level, eV: -0.1287
Structure (SMILES): O=C1CCCO1.O=C1CCCO1.O=C1CCCO1.O=C1CCCO1.O=C1CCCO1.CC(N)=O.CC(N)=O
HOMO energy, eV: -9.499

(2)
This record from OMol25 describes a molecular structure, C21H33N6OSW in a non-equilibrium geometry. The level of theory is ωB97M-V/def2-TZVPD.

CARTESIAN COORDINATES (ANGSTROEM)
W: 0.20698 -1.55362 0.03216
S: -0.19533 1.41242 0.11444
O: 0.73891 -3.23717 -0.07705
N: -2.65942 2.11258 -0.76804
N: 0.06415 -1.16920 2.11667
N: -1.24095 3.81267 -0.25777
N: 2.21809 -0.84279 0.00712
N: 0.05048 -1.32357 -2.08576
N: -1.78008 -1.29056 0.04895
C: -4.39307 -0.87885 0.04371
C: -3.70936 -0.80983 1.26313
C: -2.36166 -1.19095 -1.16096
C: 1.10328 -0.25055 -2.34787
C: 1.17103 4.30919 -0.57592
C: -1.35729 -0.67420 2.38662
C: 1.45601 -4.56972 -0.14179
C: 0.88416 6.44879 1.18927
C: 2.21427 0.11490 1.19238
C: -1.45281 2.51427 -0.35324
C: -1.42391 -1.09984 -2.39331
C: 2.25230 5.12642 -0.27845
C: 1.32028 -0.33270 2.42360
C: -0.04460 4.56738 0.03720
C: -3.73411 -1.00730 -1.18435
C: -0.20391 5.63870 0.90319
C: 0.78096 -5.38230 -1.21264
C: -2.34108 -0.99424 1.23912
C: 2.11500 6.18759 0.60529
C: 2.39354 -0.37647 -1.44691
C: 1.41958 -5.15969 1.24036
H: 0.33961 -2.17105 -2.56620
H: 1.30814 -6.33246 -1.30821
H: 1.89183 1.07999 0.82380
H: -2.91485 1.14508 -0.71196
H: 3.05942 -1.10748 -1.90359
H: 0.76366 7.28593 1.86259
H: 0.62131 0.70145 -2.16217
H: -1.31147 0.41282 2.44974
H: 2.89604 0.59089 -1.48565
H: 0.40395 -5.42542 1.53383
H: 1.42586 -0.26767 -3.39011
H: -0.25438 -5.59799 -0.94931
H: -5.46997 -0.75949 0.04537
H: -4.23829 -0.60246 2.18370
H: -4.28328 -0.95026 -2.11537
H: -3.37336 2.77304 -1.03955
H: 1.27053 3.52204 -1.30888
H: 1.04725 0.57578 2.96025
H: 3.20240 4.94931 -0.76438
H: -1.74606 -1.82132 -3.14382
H: 3.22449 0.25559 1.57903
H: -1.71873 -1.05887 3.33925
H: 1.85448 -4.48767 1.98131
H: -1.16685 5.84378 1.35606
H: 2.46951 -4.28912 -0.43311
H: -1.54606 -0.10641 -2.83048
H: 2.93542 -1.53799 0.18481
H: 0.82018 -4.89269 -2.18580
H: 2.96128 6.82486 0.82133
H: 2.01772 -6.07184 1.24039
H: -2.06144 4.40093 -0.35005
H: 1.92360 -0.94294 3.09281
H: 0.15662 -2.03972 2.63523

Values from the calculation:
Charge: +3
Electronic energy, eV: -45936.2081
LUMO level (alpha / beta), eV: -9.7225 / -9.7169
Relative energy (zero: lowest compared OMol25 entry of this formula, charge and spin), kcal/mol: 43.0
HOMO energy (alpha / beta), eV: -16.156 / -16.156

(3)
This record from OMol25 describes a molecular structure, C3H3N3O in a non-equilibrium geometry. The level of theory is ωB97M-V/def2-TZVPD.

CARTESIAN COORDINATES (ANGSTROEM)
O: -1.58983 -0.73260 1.78411
N: -0.48142 0.69824 -1.55470
N: -1.35914 1.39084 -1.19632
N: 2.23551 -0.11256 0.88642
C: 1.24443 -0.34140 0.19985
C: 0.07834 -0.55636 -0.37159
C: -1.39407 -0.10120 0.83979
H: 3.06194 0.22513 0.39367
H: -0.09524 -1.52686 -0.82956
H: -1.70052 1.05678 -0.15167

Values from the calculation:
Electronic energy, eV: -9672.2791
LUMO level, eV: 0.2898
Relative energy (zero: lowest compared OMol25 entry of this formula, charge and spin), kcal/mol: 119.3
HOMO energy, eV: -8.411

(4)
This record from OMol25 describes a molecular structure, C16H29Cl10Mg2O6 in a non-equilibrium geometry. The level of theory is ωB97M-V/def2-TZVPD.

CARTESIAN COORDINATES (ANGSTROEM)
Cl: 2.15862 -2.56587 -10.37023
Cl: -0.66499 -8.05929 2.07286
Cl: 4.35266 -3.51739 4.86220
Cl: 2.94874 4.22118 0.33597
Cl: -2.14908 -7.25669 -0.80224
Cl: 2.25894 -4.10161 -7.30774
Cl: 2.57316 7.47361 1.59593
Cl: 6.81584 -4.35481 1.45590
Cl: -0.94156 2.66159 -4.84331
Cl: -5.20407 3.05665 -4.71554
Mg: -3.18531 1.08309 2.46588
Mg: 0.42877 -1.39875 5.45821
O: -0.26024 -0.34109 0.03738
O: 1.00070 -1.42167 1.33610
O: -0.87136 2.07403 5.66287
O: 0.65824 1.88834 7.13433
O: -4.28933 4.50897 1.67303
O: -5.79364 3.60241 2.75969
C: 1.27435 6.24495 1.17475
C: -6.12294 5.93953 2.06332
C: -0.33524 4.03416 7.10918
C: 1.71708 5.45091 -0.05918
C: 5.40879 -3.76666 2.34711
C: 1.42028 -1.75372 -1.03473
C: 2.76524 -2.46019 -7.72819
C: -2.37829 -8.44394 1.70207
C: 5.64550 -4.19840 3.83445
C: 3.36012 -2.26255 -9.09945
C: 0.73104 -1.08695 0.14343
C: -2.63458 -8.65000 0.23401
C: -0.11309 2.64646 6.55764
C: -2.66771 2.09126 -4.70894
C: -5.40903 4.64088 2.18533
C: -3.45153 3.33120 -4.50563
H: 1.25269 -2.83055 -1.05584
H: 0.56325 4.64351 7.01167
H: 2.15231 5.92833 -0.93710
H: 0.40009 6.88819 1.07473
H: 3.74307 -1.24610 -9.19033
H: 5.55646 -5.28343 3.78075
H: 3.45454 -2.08034 -6.97409
H: 1.96243 -1.76323 -7.48767
H: 5.40920 -2.71697 2.05342
H: -6.33540 6.19055 1.02411
H: -0.32854 3.77638 8.16823
H: 4.22880 -2.87577 -9.33920
H: -5.57123 6.71436 2.59563
H: -2.61077 -9.42306 2.12082
H: 6.61474 -3.79810 4.13185
H: -2.08638 -9.53450 -0.09040
H: 4.51276 -4.26868 1.98214
H: 0.98533 5.66014 2.04800
H: 0.99521 -1.36696 -1.96092
H: -2.95905 1.67975 -5.67532
H: -3.06061 -7.75026 2.19334
H: -7.06679 5.88619 2.60590
H: -2.74590 1.27858 -3.98677
H: -3.14787 3.60574 -3.49541
H: -3.37008 4.21506 -5.13829
H: 2.47259 -1.47103 -1.00633
H: 0.82914 4.86680 -0.30098
H: -1.20840 4.60594 6.79494
H: -3.68765 -8.84018 0.02668

Values from the calculation:
Charge: +1
Electronic energy, eV: -165443.4486
LUMO level, eV: -8.1273
Relative energy (zero: lowest compared OMol25 entry of this formula, charge and spin), kcal/mol: 489.3
HOMO energy, eV: -10.968